Entry 1:
This record from the OMol25 dataset describes the molecule C5H9N3O in a non-equilibrium geometry. The level of theory is ωB97M-V/def2-TZVPD.

Properties
**E**: -435.302332 Eh
**Energy above the lowest of the compared OMol25 structures with the same formula, charge and spin**: 4.228 eV
**Strongest force on any atom**: 2.9 eV/A
**Structure (SMILES)**: [H]/N=C\N(OC)/C(C=C)=N/[H]
**HOMO level**: -9.1 eV

Cartesian coordinates (Å):
C (2.00501, 1.31292, -0.36131)
C (0.75542, -1.41020, 0.73957)
C (-0.71143, 0.02244, -0.72090)
C (-1.89371, -0.66244, -0.09104)
C (-2.46288, 0.01442, 0.91060)
H (1.16157, 2.03123, -0.53054)
H (2.24852, 1.37062, 0.72701)
H (2.85233, 1.60157, -0.93450)
H (-0.17372, -1.89406, 1.15296)
H (2.60825, -1.25445, 0.60237)
H (-1.80398, 1.20175, -1.81215)
H (-2.27737, -1.56026, -0.55012)
H (-3.38939, -0.36109, 1.36806)
H (-2.18335, 0.98131, 1.26719)
N (0.55087, -0.55687, -0.37393)
N (1.90490, -1.73892, 1.17267)
N (-0.83452, 0.88900, -1.69007)
O (1.64349, 0.01304, -0.87586)

Atomic partial charges in e from the Mulliken method, atoms 1 to 5: -0.62, 0.06, 0.63, -0.67, -0.52


Entry 2:
This record from the OMol25 dataset describes the ion C6H9ClN3O2 with charge +1 in a non-equilibrium geometry. The level of theory is ωB97M-V/def2-TZVPD.

Properties
**E**: -1008.476623 Eh
**Energy above the lowest of the compared OMol25 structures with the same formula, charge and spin**: 5.858 eV
**Total charge**: +1
**Strongest force on any atom**: 7.9 eV/A
**HOMO level**: -12.9 eV

Cartesian coordinates (Å):
C (-0.38092, 0.17548, 0.75847)
C (-1.46894, -0.36197, -0.94361)
C (0.69783, -0.85807, -1.61565)
C (1.20241, -1.56070, -0.40553)
C (0.97911, -0.43185, 0.66293)
C (1.97105, 0.73917, 0.43870)
N (-0.51651, -0.49939, -1.74914)
N (-0.77203, 1.23981, 1.39517)
N (-2.71516, -0.45294, -0.95249)
O (-2.00662, 1.64434, 0.95106)
O (-0.36924, 1.72797, 2.45755)
Cl (1.79161, -0.46339, -2.76907)
H (0.67219, -2.41777, -0.00258)
H (2.15627, -1.97854, -0.62940)
H (1.17851, -0.87473, 1.58121)
H (2.97892, 0.50513, 0.81435)
H (1.53560, 1.47975, 1.11764)
H (1.74686, 1.06422, -0.57200)
H (-3.27150, -0.39812, -0.01714)
H (-3.14632, -0.85090, -1.75242)
H (-2.26312, 2.57253, 1.23194)

Atomic partial charges in e from the Mulliken method, atoms 1 to 5: -0.30, 0.48, 0.32, -0.70, 0.02


Entry 3:
This record from the OMol25 dataset describes a structure of composition C39H31N4O3PPdS3. The level of theory is ωB97M-V/def2-TZVPD.

Properties
**E**: -3613.407286 Eh
**Total charge**: -2
**Strongest force on any atom**: 0.6 eV/A
**HOMO level**: -1.7 eV

Cartesian coordinates (Å):
Pd (0.27985, 1.12209, -1.54268)
O (-1.27854, -1.08329, -0.73748)
C (-1.01422, -2.30135, -1.39869)
C (0.29025, -2.16150, -2.30189)
O (0.58495, -3.15813, -2.97853)
O (0.90179, -1.07149, -2.23226)
C (-0.78057, -3.40101, -0.34654)
C (-0.86663, -3.07313, 1.00515)
C (-0.63636, -4.02775, 1.98752)
C (-0.32253, -5.33066, 1.63860)
C (-0.21961, -5.66381, 0.29481)
C (-0.43624, -4.70996, -0.68730)
C (-2.23789, -2.59913, -2.26209)
C (-3.34642, -1.75845, -2.18483)
C (-4.48334, -2.00103, -2.94437)
C (-4.53580, -3.08647, -3.80390)
C (-3.43011, -3.92037, -3.90114)
C (-2.29451, -3.68067, -3.14305)
H (-0.38725, -0.71527, -0.57303)
H (-1.07337, -2.05133, 1.28922)
H (-0.67692, -3.73360, 3.02964)
H (-0.13085, -6.07353, 2.40464)
H (0.05776, -6.67144, 0.00486)
H (-0.28186, -4.96027, -1.72437)
H (-3.30383, -0.90448, -1.52506)
H (-5.33047, -1.32877, -2.86367)
H (-5.42138, -3.27578, -4.40034)
H (-3.44316, -4.76205, -4.58476)
H (-1.41956, -4.29706, -3.26838)
N (0.84593, 4.23823, -0.81255)
P (2.04172, 3.03982, -1.22292)
C (3.32626, 4.28658, -1.74596)
C (3.13136, 5.18977, -2.79100)
C (4.13326, 6.07233, -3.16400)
C (5.35538, 6.05391, -2.50143)
C (5.56668, 5.15145, -1.47004)
C (4.55578, 4.27393, -1.09648)
C (1.45724, 2.48674, -2.85832)
C (2.31302, 1.71459, -3.67109)
C (1.88707, 1.21466, -4.88279)
C (0.58199, 1.44850, -5.31960)
C (-0.27735, 2.19369, -4.53698)
C (0.14128, 2.71858, -3.30606)
C (-0.30199, 3.92652, -0.12950)
C (-1.19070, 4.92849, 0.29658)
C (-2.35622, 4.54883, 0.92579)
C (-2.61776, 3.19831, 1.13542)
C (-1.67469, 2.28391, 0.70223)
N (-0.54891, 2.63125, 0.07701)
H (1.06617, 5.21513, -0.91395)
H (2.19062, 5.17501, -3.33289)
H (3.97008, 6.76519, -3.98149)
H (6.14331, 6.73629, -2.79784)
H (6.52120, 5.12670, -0.95791)
H (4.71747, 3.56362, -0.29326)
H (3.31449, 1.49229, -3.31809)
H (2.55561, 0.60321, -5.47566)
H (0.23866, 1.02310, -6.25449)
H (-1.29682, 2.36946, -4.86096)
H (-0.49718, 3.42495, -2.78916)
H (-0.95451, 5.97101, 0.12064)
H (-3.05934, 5.30410, 1.25750)
H (-3.51800, 2.86100, 1.62893)
H (-1.79628, 1.21895, 0.86478)
S (3.25777, -1.91921, 6.67648)
C (2.30427, -1.48929, 5.35579)
S (3.02763, -0.76603, 3.95551)
C (1.46116, -0.65325, 3.14621)
N (0.50402, -1.13200, 3.89046)
N (0.97943, -1.59897, 5.12044)
C (-0.03257, -2.13915, 5.95945)
C (0.21184, -2.56455, 7.26497)
C (-0.82492, -3.08381, 8.02702)
C (-2.10808, -3.19109, 7.51638)
C (-2.34741, -2.76457, 6.21794)
C (-1.32841, -2.24171, 5.44156)
S (1.33804, 0.01817, 1.59651)
H (1.20560, -2.48991, 7.67281)
H (-0.61080, -3.40895, 9.03836)
H (-2.90988, -3.60084, 8.11865)
H (-3.34093, -2.83843, 5.79268)
H (-1.51475, -1.90678, 4.43423)

Atomic partial charges in e from the Mulliken method, atoms 1 to 5: -0.13, 0.28, 2.30, 0.00, -0.76


Computed values of gap between HOMO and LUMO (unit: eV) for the preceding records, in sequence: 9.928, 7.933, 5.672.